Model 1:
Below is a 2-piece molecular cluster, C14H16O overall, with properties calculated with ωB97M-V/def2-TZVPD.

Geometry (Å):
C -0.4850 -5.1386 -0.6447
C -1.0711 -0.8404 -1.1785
C 0.1621 -1.4518 -1.0703
C -2.1494 -1.7283 -1.0380
C 0.3925 -2.7875 -0.9020
C -1.9803 -3.1156 -0.8836
C -0.6891 -3.6928 -0.8374
H -1.2469 0.2148 -1.4799
H 1.0644 -0.8005 -1.2456
H -3.1529 -1.3608 -0.9242
H 1.4101 -3.1405 -0.9794
H -2.8967 -3.6987 -1.0074
H 0.4778 -5.4716 -1.0609
H -1.1913 -5.7770 -1.2110
H -0.3802 -5.4226 0.4156
C 2.9666 3.6922 0.6465
C -0.9454 2.1786 1.0391
C 0.1324 1.4776 1.6581
C -0.8022 3.3020 0.2358
C 1.3961 2.0388 1.6731
C 0.5284 3.7751 0.1417
C 1.5569 3.2243 0.8366
O -2.2067 1.6734 1.0212
H -0.1258 0.4930 2.0444
H -2.2825 0.8972 1.6143
H -1.7561 3.6489 -0.1648
H 2.3413 1.5968 1.9795
H 0.7853 4.4937 -0.6214
H 3.4735 3.5174 -0.3076
H 3.7628 3.4369 1.3584
H 2.9114 4.7663 0.8922

- Molecular weight: 200.28 g mol⁻¹
- LUMO level: 0.0299 Ha
- Structure (SMILES): Cc1ccc(O)cc1.Cc1ccccc1

Model 2:
Below is a 2-piece molecular cluster, C14H16O overall, with properties calculated with ωB97M-V/def2-TZVPD.

Geometry (Å):
C 2.8865 2.1913 1.0295
C 1.7728 0.4940 -0.3913
C 2.6909 0.7595 0.6159
C 1.1998 -0.8272 -0.3150
C 1.7336 -1.7845 0.5634
C 3.2135 -0.2267 1.5504
C 2.7984 -1.5455 1.4732
O 0.8472 -2.7729 0.9099
H 1.3783 1.2296 -1.0930
H 0.1917 -0.9123 -0.8926
H 2.0535 2.5907 0.5289
H 3.8091 2.7505 0.6210
H 4.0646 -0.0855 2.1881
H 1.1899 -3.7459 0.8251
H 3.0083 -2.3999 2.0235
H 2.9305 2.1822 2.1319
C -3.3394 -1.4869 0.3236
C -2.0301 2.0217 -0.5866
C -1.7733 1.7553 -1.9735
C -2.4992 0.9287 0.2252
C -2.7047 -0.3894 -0.3665
C -1.8356 0.4299 -2.3963
C -2.2726 -0.6201 -1.6998
H -1.6767 3.0143 -0.3232
H -1.3398 2.3920 -2.7429
H -2.4787 1.1253 1.3887
H -1.1783 0.1903 -3.2628
H -3.7295 -2.3762 -0.3694
H -4.2418 -1.3959 0.9430
H -2.0359 -1.6424 -1.9870
H -2.6328 -1.8440 1.0589

- Molecular weight: 200.28 g mol⁻¹
- LUMO level: 0.0289 Ha
- Structure (SMILES): Cc1ccc(O)cc1.Cc1ccccc1

Model 3:
Below is a 2-piece molecular cluster, C14H16O overall, with properties calculated with ωB97M-V/def2-TZVPD.

Geometry (Å):
C 1.4167 -4.3703 0.8967
C 0.8218 -0.2762 2.3338
C -0.0810 -1.2809 2.7174
C 1.9124 -0.6262 1.4342
C 0.1004 -2.5966 2.3771
C 2.0149 -1.9801 0.9888
C 1.1425 -2.9331 1.4433
H 0.8096 0.7890 2.7526
H -0.9238 -0.9305 3.2403
H 2.7610 -0.0137 1.3877
H -0.6654 -3.3942 2.6237
H 2.6909 -2.2510 0.2165
H 1.4335 -4.4328 -0.2040
H 0.8158 -5.1896 1.2647
H 2.4645 -4.4709 1.2161
C 1.7294 0.9787 -1.8476
C -0.5421 0.4314 -1.3782
C 0.2695 1.5113 -1.7614
C -1.8747 0.8621 -1.0876
C -2.1806 2.2110 -1.1998
C -0.0736 2.7929 -2.0068
C -1.4088 3.1849 -1.7989
O -3.4467 2.5632 -0.8156
H -0.1318 -0.6177 -1.5058
H -2.5637 0.1293 -0.7150
H 2.2620 0.5673 -0.9992
H 2.2717 1.9445 -2.0466
H 0.6460 3.5330 -2.2959
H -3.9503 1.9817 -0.3683
H -1.8097 4.1840 -2.0876
H 1.9829 0.2122 -2.6196

- Molecular weight: 200.28 g mol⁻¹
- LUMO level: 0.0298 Ha
- Structure (SMILES): Cc1ccc(O)cc1.Cc1ccccc1

Model 4:
Below is a 2-piece molecular cluster, C14H16O overall, with properties calculated with ωB97M-V/def2-TZVPD.

Geometry (Å):
C -4.5930 -0.4698 -0.8496
C -1.8867 -2.5478 0.8583
C -3.0143 -2.1737 0.1271
C -1.1560 -1.5590 1.4987
C -3.3426 -0.8474 -0.0841
C -1.4557 -0.2086 1.3016
C -2.5306 0.1310 0.5072
H -1.5081 -3.5549 0.9763
H -3.6573 -3.0075 -0.1440
H -0.3941 -1.8308 2.2164
H -0.8960 0.4747 1.9113
H -4.3615 0.1650 -1.7062
H -5.2520 0.0007 -0.1231
H -2.8018 1.1588 0.2820
H -5.0207 -1.3519 -1.3119
C 2.5353 0.4562 -2.7370
C 3.9167 1.2918 0.6930
C 2.7505 1.4071 1.4000
C 3.8156 0.8839 -0.6461
C 2.5869 0.8352 -1.2775
C 1.4977 1.1935 0.8233
C 1.4233 0.8536 -0.5158
O 2.8319 1.8903 2.6982
H 4.8934 1.5142 1.0955
H 4.7237 0.6651 -1.1944
H 0.6234 1.2549 1.4375
H 2.1076 1.4984 3.2130
H 3.5266 0.1985 -3.1237
H 2.1279 1.2841 -3.3185
H 0.4690 0.8836 -1.0291
H 2.0407 -0.4891 -2.9784

- Molecular weight: 200.28 g mol⁻¹
- LUMO level: 0.0275 Ha
- Structure (SMILES): Cc1ccc(O)cc1.Cc1ccccc1

Going by the computed energies, the most stable comes first: model 4, model 1, model 3, model 2.

Model 1:
Below is the molecule C6H14N4, with properties calculated with ωB97M-V/def2-TZVPD.

Geometry (Å):
C -2.6380 0.6300 0.0366
C -2.0163 -0.2118 -1.0745
C 0.2839 -0.3877 -0.3939
C 1.7562 1.3870 -0.2269
C 2.6815 0.6107 0.7115
C 2.5992 -0.8485 0.1724
H -3.8343 -0.1911 1.4725
H -2.4958 0.6060 2.0570
H -3.4745 1.1336 -0.3330
H -1.8978 1.4022 0.2725
H -2.8395 -0.8933 -1.3340
H -1.7773 0.4614 -1.9114
H -1.3024 -0.9779 0.4402
H 1.4974 2.4001 0.0937
H 2.2595 1.6818 -1.1544
H 2.1983 0.5904 1.7502
H 3.6827 0.9969 0.7055
H 3.2878 -1.6014 0.6820
H 2.7855 -0.7404 -0.9536
H 0.8573 -2.1748 0.4636
N -2.8208 0.0160 1.3425
N -0.9337 -0.9413 -0.5042
N 0.4541 0.7869 -0.6688
N 1.1653 -1.2576 0.1731

- Molecular weight: 142.21 g mol⁻¹
- LUMO level: 0.0368 Ha
- Structure (SMILES): NCCNC1=NCCCN1

Model 2:
Below is a 2-piece molecular cluster, C6H14N4 overall, with properties calculated with ωB97M-V/def2-TZVPD.

Geometry (Å):
C 4.2662 -1.2403 -0.1819
C 2.4468 1.2340 -0.0027
C -2.3407 1.0973 0.2777
C -2.8834 -0.2133 -0.3129
C -1.8778 -1.3126 -0.5115
C -0.7117 -1.4186 0.1222
H 4.9473 -1.8052 -0.7927
H 3.4911 -1.7542 0.4088
H 2.7135 1.5281 -1.0120
H 1.5155 1.6123 0.4106
H -0.5253 1.2821 -0.6210
H -1.2328 2.7108 -0.2245
H -3.2135 1.7257 0.4711
H -1.9184 0.8739 1.2628
H -3.3142 0.0223 -1.3011
H -3.6595 -0.9187 1.4175
H -4.7303 -0.0645 0.5349
H -2.1997 -2.1123 -1.1826
H -0.4062 -0.6254 0.8035
H -0.0015 -2.2288 -0.0167
N 4.3415 0.0243 -0.0622
N 3.2216 0.5029 0.7048
N -1.4064 1.7846 -0.6062
N -3.9941 -0.7583 0.4630

- Molecular weight: 142.21 g mol⁻¹
- LUMO level: 0.0286 Ha
- Structure (SMILES): C=C[C@@H](N)CN.C=NN=C

Model 3:
Below is a 2-piece molecular cluster, C6H14N4 overall, with properties calculated with ωB97M-V/def2-TZVPD.

Geometry (Å):
C 2.6713 0.3234 -0.9283
C -3.0158 -0.3478 -0.0054
C -0.9227 0.2928 1.2101
C -1.6828 1.2732 -1.1698
C 3.4389 -0.4619 1.1259
C -1.5333 0.0664 -0.1543
N 0.8495 -2.3004 -0.4057
N -0.0328 -1.6719 -0.6901
N 3.3234 -0.5692 -0.3112
N -0.8813 -0.9283 -1.0374
H 2.6583 0.0792 -2.0098
H 2.1457 1.2040 -0.7074
H -3.5540 0.5073 0.2416
H -3.3516 -0.8754 -0.9357
H -3.1713 -1.0796 0.7339
H -1.7212 0.4291 1.9266
H -0.1771 1.0322 1.2073
H -0.4325 -0.6038 1.5026
H -2.3698 2.0052 -0.8550
H -0.7528 1.7659 -1.2169
H -2.0559 1.1087 -2.0928
H 3.0061 -1.3311 1.4700
H 4.4580 -0.3462 1.4637
H 3.1037 0.4283 1.6382

- Molecular weight: 142.21 g mol⁻¹
- LUMO level: 0.0300 Ha

Model 4:
Below is a 2-piece molecular cluster, C6H14N4 overall, with properties calculated with ωB97M-V/def2-TZVPD.

Geometry (Å):
C -0.1591 1.6591 -0.5439
C -1.1815 2.2130 0.4244
N -0.5829 1.7641 -1.9109
C 0.8218 0.6760 -0.1508
N 1.2815 1.8587 -0.1350
H -2.2380 -0.4103 0.8909
H 0.1493 1.4363 -2.5414
H -0.7694 2.7361 -2.1445
H -2.1829 1.9097 0.1306
H -1.1364 3.3017 0.4138
H -0.9760 1.8691 1.4347
C 0.7461 -1.6344 -0.7946
C 2.2879 -0.8569 0.9309
N 1.0942 -0.6001 0.1525
C -1.6977 -1.3213 1.1676
N -1.7625 -2.4277 0.5879
H -2.3762 -2.4561 -0.2267
H -1.0596 -1.2467 2.0417
H 0.5053 -2.5537 -0.2657
H -0.1216 -1.3178 -1.3742
H 3.1667 -1.0260 0.2932
H 2.1225 -1.7478 1.5298
H 2.4889 0.0027 1.5763
H 1.5796 -1.8277 -1.4864

- Molecular weight: 142.21 g mol⁻¹
- LUMO level: 0.0334 Ha
- Structure (SMILES): CN(C)C1=N[C@@]1(C)N.C=N

Going by the computed energies, the most stable comes first: model 1, model 4, model 2, model 3.

Model 1:
Below is a 2-piece molecular cluster, C3H11N3 overall, with properties calculated with ωB97M-V/def2-TZVPD.

Geometry (Å):
C -2.2777 1.0725 1.6157
C -2.2076 0.9758 0.1693
C -0.8441 0.4850 -0.4399
N 2.3514 -0.8516 -0.0363
N 3.8185 -1.8141 -1.3084
N 2.5086 -1.7066 -0.9246
H -1.2550 1.5125 1.8769
H -3.0303 1.8441 1.9761
H -2.2269 0.0375 2.1005
H -2.3581 1.9499 -0.2602
H -2.9833 0.2872 -0.2896
H -0.0259 1.1809 -0.2024
H -0.4561 -0.4434 0.0514
H -0.8164 0.2630 -1.5500
H 1.3379 -0.8746 0.1255
H 3.9342 -2.6939 -1.9213
H 4.5310 -1.2242 -0.9827

- Molecular weight: 89.14 g mol⁻¹
- LUMO level: 0.0452 Ha
- Structure (SMILES): [H]/N=N/N.CCC

Model 2:
Below is a 2-piece molecular cluster, C3H11N3 overall, with properties calculated with ωB97M-V/def2-TZVPD.

Geometry (Å):
C -1.3139 0.9588 -0.6587
C -1.5237 -0.8399 0.9125
C 1.7890 -0.9462 -0.6902
N 1.3822 0.9000 0.6576
N -0.8468 -0.2973 -0.2526
N 1.0377 -0.3434 0.4149
H -0.5313 1.6901 -1.0352
H -1.9229 0.8044 -1.5955
H -1.8855 1.5039 0.0833
H -2.4063 -1.5176 0.6923
H -0.6535 -1.3915 1.3867
H -1.8279 -0.0275 1.5405
H 2.7852 -1.0083 -0.4169
H 1.2996 -1.8457 -0.8227
H 1.7066 -0.4217 -1.6119
H 1.9084 1.3351 -0.0266
H 1.0033 1.4466 1.4225

- Molecular weight: 89.14 g mol⁻¹
- LUMO level (spin up / spin down): 0.0379 / 0.0379 Ha

Model 3:
Below is a 2-piece molecular cluster, C3H11N3 overall, with properties calculated with ωB97M-V/def2-TZVPD.

Geometry (Å):
C -2.3944 -0.8629 -0.3660
C -2.0122 1.5276 0.1815
N -1.9798 0.2794 0.5488
H -1.5412 -1.5224 -0.5497
H -2.7104 -0.4340 -1.3515
H -3.2428 -1.3793 0.0711
H -1.4240 2.2246 0.7887
H -2.4656 1.9067 -0.7387
N 1.5383 -1.0772 0.7944
C 1.7143 0.2722 0.1201
N 3.0756 0.4509 -0.5532
H 1.2487 -1.7559 0.1778
H 0.6835 -0.9301 1.4135
H 1.0436 0.3308 -0.7342
H 1.4597 0.9866 0.8971
H 3.7628 0.4808 0.2468
H 3.2438 -0.4980 -0.9466

- Molecular weight: 89.14 g mol⁻¹
- LUMO level: 0.0338 Ha
- Structure (SMILES): C=NC.NCN

Going by the computed energies, the most stable comes first: model 3, model 1, model 2.

Model 1:
Below is a 2-piece molecular cluster, C3H11N3 overall, with properties calculated with ωB97M-V/def2-TZVPD.

Geometry (Å):
C -0.2374 1.8764 -2.3165
N -0.0750 2.9528 -1.4007
C 0.2923 2.8479 0.0539
H -0.3670 2.2701 -3.3411
H 0.7118 1.4237 -2.2517
H -1.0236 1.1863 -1.8652
H -0.9528 3.4258 -1.4108
H -0.5765 3.2667 0.7104
H 1.3988 3.3262 0.1948
H 0.4490 1.7957 0.1894
N 0.8877 -3.3864 0.7056
C -0.4796 -2.8362 1.2506
N -0.3806 -2.0091 2.1838
H 0.6505 -3.7284 -0.3592
H 1.5672 -2.6859 0.7360
H -1.3396 -3.3036 0.8288
H -0.9941 -1.2057 2.2191

- Molecular weight: 89.14 g mol⁻¹
- LUMO level: 0.0266 Ha
- Structure (SMILES): [H]/N=C/N.CNC

Model 2:
Below is a 2-piece molecular cluster, C3H11N3 overall, with properties calculated with ωB97M-V/def2-TZVPD.

Geometry (Å):
C 1.1964 -2.0775 -1.1362
N 0.6468 -0.7938 -0.9463
C 1.6079 0.2499 -0.5269
H 2.2340 -2.1425 -0.6490
H 1.1420 -2.3395 -2.2040
H 0.5051 -2.6600 -0.5701
H 0.1654 -0.2821 -1.6840
H 1.8887 0.9237 -1.3581
H 1.1981 0.8253 0.3072
H 2.5322 -0.2166 -0.0525
N -1.7811 0.3539 0.6702
C -1.7183 1.5150 1.4316
N -2.8093 2.0215 1.9691
H -0.9333 -0.0121 0.2876
H -2.7366 -0.1250 0.6179
H -0.6891 1.9008 1.3847
H -2.4491 2.8588 2.4588

- Molecular weight: 89.14 g mol⁻¹
- LUMO level: 0.0312 Ha
- Structure (SMILES): [H]/N=C/N.CNC

Going by the computed energies, the most stable comes first: model 2, model 1.